1.
{
  "formula": "C5H10ClN2",
  "method": "wB97M-V/def2-TZVPD",
  "elements": ["C", "C", "C", "C", "C", "N", "N", "Cl", "H", "H", "H", "H", "H", "H", "H", "H", "H", "H"],
  "coordinates": [[-1.2318, -1.5872, 0.1241], [-0.0363, -2.0426, -0.4464], [0.0731, 0.1818, -0.3136], [0.6768, 1.5738, -0.2942], [-2.1190, 0.5022, 0.8800], [0.7367, -0.9212, -0.6485], [-1.1108, -0.2039, 0.1899], [4.2354, 0.5768, 0.0544], [-2.1010, -2.0757, 0.4885], [3.7940, 0.2167, -1.0668], [0.3459, -3.0218, -0.5705], [-0.1066, 2.2559, -0.5841], [1.4385, 1.5799, -1.0978], [1.1424, 1.8235, 0.7154], [-2.3691, 0.2713, 2.0223], [-3.1017, 0.1539, 0.4691], [-2.0132, 1.5244, 0.7624], [1.7466, -0.8079, -0.6842]],
  "atomic_forces_ev_per_a": [[3.14, -0.01, -1.60], [-1.75, 0.95, 1.64], [-0.32, 0.85, 1.62], [0.41, -1.08, 0.22], [-3.67, -1.23, 2.14], [0.11, 0.53, -0.04], [0.91, -1.71, -0.01], [0.04, 0.12, 0.67], [-0.38, -0.38, 0.03], [0.01, -0.14, -0.79], [0.12, -0.60, -0.27], [-0.07, 0.52, 0.15], [-0.26, 0.26, 0.62], [-0.68, -0.29, -1.37], [1.73, 0.22, -2.17], [0.77, 0.75, -0.13], [0.09, 2.01, -0.20], [-0.20, -0.75, -0.52]],
  "homo_energy_ev": -14.08,
  "max_force_ev_per_a": 4.42,
  "e_above_lowest_kj_mol": 58.2,
  "total_charge": 1,
  "homo_lumo_gap_ev": 11.0150
}

2.
{
  "formula": "C5H10ClN2O3",
  "method": "wB97M-V/def2-TZVPD",
  "elements": ["C", "C", "C", "C", "C", "N", "N", "O", "O", "O", "Cl", "H", "H", "H", "H", "H", "H", "H", "H", "H", "H"],
  "coordinates": [[0.6026, 2.9667, 1.8582], [1.0104, -1.8483, -0.0895], [-1.6027, -1.2847, 0.8900], [0.0814, -0.7640, -2.3147], [0.0081, -1.0939, -0.8082], [0.0401, 2.7217, 0.5038], [0.1317, 1.6525, -0.2758], [1.0503, 2.1433, 2.5700], [0.6326, 0.6353, 0.1913], [-1.2124, -0.8600, -0.4297], [0.5024, 4.6754, 2.1123], [0.6901, -2.7945, -0.4968], [1.9644, -1.8316, -0.7205], [1.2084, -1.8202, 0.9412], [-2.7365, -1.3348, 0.9068], [-1.2566, -0.4956, 1.6402], [-1.1061, -2.2379, 1.3296], [1.1117, -0.5831, -2.6372], [-0.4634, -1.6052, -2.8494], [-0.4597, 0.1646, -2.4300], [-0.1968, 3.5943, 0.1083]],
  "atomic_forces_ev_per_a": [[-0.06, -1.00, -1.11], [1.68, -0.79, -3.55], [-0.34, 0.17, 2.86], [0.27, -0.94, 1.12], [-1.27, 2.04, -1.50], [1.35, -1.17, 2.01], [0.12, 0.12, 0.24], [-0.27, 0.38, -0.18], [-0.05, 1.94, 0.16], [0.53, -1.75, 0.62], [0.05, 0.03, 0.33], [-0.29, -1.50, 0.64], [-0.99, 0.64, 1.20], [-0.30, 0.17, 1.20], [1.63, -0.09, -0.14], [-0.63, -0.75, -1.11], [-0.95, 1.27, -1.55], [-0.27, -0.49, -0.10], [0.85, 1.06, 0.44], [-0.35, 0.08, -0.19], [-0.71, 0.61, -1.38]],
  "homo_energy_ev": -14.23,
  "max_force_ev_per_a": 4.01,
  "e_above_lowest_kj_mol": 32.2,
  "total_charge": 1,
  "homo_lumo_gap_ev": 9.6806
}